# 1
13
Properties=species:S:1:pos:R:3:lowdin_charge:R:1 method="wB97M-V/def2-TZVPD" total_energy_ev=-22789.8797 smiles="NC(N)=C(Cl)C(=O)O" e_above_lowest_kcal_mol=17.4 homo_energy_ev=-8.578 fmax_ha_per_bohr=0.0787
N -2.2980 0.2596 0.2092 0.075
C -1.1846 -0.4768 -0.0080 -0.511
N -1.3838 -1.7936 -0.1249 0.152
C 0.0153 0.1532 0.0982 -0.492
Cl 0.0245 1.9254 -0.0923 0.672
C 1.2411 -0.5499 -0.0226 -0.576
O 1.3744 -1.7758 -0.1385 0.031
O 2.3432 0.1815 0.1745 0.056
H -2.2956 1.2137 -0.2857 0.096
H -3.1644 -0.3083 -0.0752 0.137
H -1.9925 -2.2704 0.6061 0.159
H -0.5445 -2.2758 -0.1970 0.045
H 3.1827 -0.3573 0.2369 0.157

# 2
40
Properties=species:S:1:pos:R:3:lowdin_charge:R:1 method="wB97M-V/def2-TZVPD" total_charge=+2 total_energy_ev=-128294.0451 e_above_lowest_kcal_mol=33.7 homo_energy_ev=-14.275 fmax_ha_per_bohr=0.0752
Mo -0.3339 1.1393 0.1836 1.592
N 0.4780 0.7819 2.3711 0.036
N -0.2954 -0.1192 3.1173 0.058
C -1.3837 -0.6744 2.5813 -0.360
N -2.1655 -1.4436 3.3112 0.261
N -1.5414 -0.3327 1.2917 0.016
N -2.5992 -0.7493 0.4829 -0.401
O -2.5543 -0.2372 -0.6245 0.030
O -3.4428 -1.5177 0.8702 0.145
H 1.4036 0.4129 2.1503 0.086
H 0.5831 1.6571 2.8761 0.143
H -0.0624 -0.3313 4.0780 0.186
H -1.9555 -1.6247 4.2814 0.151
H -2.9828 -1.8799 2.9124 0.127
C -3.0733 4.1947 0.8343 0.044
C -2.2807 3.4455 -0.1718 -0.501
O -2.1119 3.7092 -1.3204 0.149
O -1.6003 2.3144 0.3070 -0.336
H -3.6302 4.9839 0.3396 0.112
H -2.3912 4.6399 1.5622 0.110
H -3.7503 3.5310 1.3725 0.106
Br -0.0396 -4.2519 -3.0811 0.799
C 1.4742 -3.4267 -2.2908 -0.656
C 2.7530 -3.9088 -2.5407 -0.068
C 3.8460 -3.2831 -1.9538 -0.024
C 3.6663 -2.2162 -1.0920 0.012
C 2.3779 -1.7459 -0.8417 -0.148
C 1.2756 -2.3424 -1.4582 -0.082
C 2.1600 -0.6825 0.1396 -0.412
O 2.8431 -0.4247 1.0906 0.159
O 0.9936 0.0531 -0.0185 -0.372
H 2.8839 -4.7745 -3.1750 0.120
H 4.8452 -3.6393 -2.1608 0.126
H 4.5164 -1.7400 -0.6230 0.133
H 0.2691 -1.9967 -1.2588 0.093
Cl 0.9587 2.8690 -1.1805 0.659
C 0.3684 2.6044 -2.8528 -0.842
Cl -0.3015 0.9749 -2.9353 0.647
H 1.2114 2.6980 -3.5300 0.059
H -0.4117 3.3336 -3.0437 0.040